[1]
Computed, not measured: a single C2H6N4O molecule at a distorted geometry, with wB97M-V/def2-TZVPD.

Last column: Löwdin charge in e.
Geometry (Å):
C (1.347, 0.172, 0.088)  -0.45
C (-2.161, -0.305, -0.137)  -0.23
H (2.752, -0.962, -1.139)  0.02
H (1.397, -1.797, -0.886)  0.14
H (2.353, 1.730, -0.325)  -0.02
H (-0.035, 0.380, 1.523)  0.08
H (-0.554, -2.025, 0.464)  0.22
H (-2.711, -1.275, -0.075)  0.12
N (1.980, -0.899, -0.616)  0.12
N (1.443, 1.601, 0.073)  0.09
N (0.367, -0.206, 0.906)  -0.04
N (-0.805, -0.801, 0.347)  -0.05
O (-2.402, 0.860, -0.530)  0.01

Results
* LUMO level: 0.36 eV
* charge: 0
* highest occupied orbital energy: -9.005 eV
* Kohn-Sham gap: 9.364 eV
* ΔE to the lowest compared entry with this formula, charge and spin: 5.467 eV

[2]
Computed, not measured: a molecular structure, C16H52BCrNOP2Si4Te at a distorted geometry, with wB97M-V/def2-TZVPD.

Last column: Mulliken spin population.
Geometry (Å):
Cr (0.000, 0.000, 0.000)  3.64
H (0.580, 0.072, -3.661)  0.00
H (-1.002, -0.014, -2.038)  -0.03
P (0.280, -2.352, -0.167)  -0.08
P (0.223, 2.350, -0.067)  -0.10
C (1.911, 3.017, 0.434)  0.05
H (1.928, 4.106, 0.378)  0.00
H (2.146, 2.716, 1.455)  0.00
H (2.679, 2.623, -0.232)  0.00
C (0.011, 3.253, -1.706)  0.01
H (-1.000, 3.115, -2.089)  0.00
H (0.193, 4.321, -1.584)  0.00
H (0.718, 2.864, -2.440)  0.00
C (-0.881, 3.403, 1.038)  0.03
H (-0.752, 3.114, 2.081)  -0.02
H (-0.632, 4.459, 0.937)  0.00
H (-1.928, 3.266, 0.765)  0.00
C (1.122, -3.066, -1.692)  0.01
H (1.254, -4.144, -1.594)  0.00
H (0.522, -2.870, -2.581)  0.00
H (2.100, -2.606, -1.829)  0.00
C (1.339, -3.124, 1.183)  0.04
H (0.898, -2.935, 2.162)  -0.01
H (1.421, -4.202, 1.041)  0.00
H (2.341, -2.695, 1.164)  0.00
C (-1.239, -3.462, -0.068)  0.01
H (-1.912, -3.256, -0.899)  0.00
H (-0.948, -4.512, -0.111)  0.00
H (-1.771, -3.289, 0.868)  0.00
C (-1.536, -0.078, 1.162)  -0.13
O (-2.478, -0.121, 1.799)  0.10
H (-2.011, -0.877, -3.040)  0.00
H (-2.084, 0.783, -3.020)  0.00
H (-0.533, 0.930, -4.705)  0.00
H (-0.460, -0.843, -4.731)  0.00
B (-0.360, 0.040, -4.121)  0.01
N (-1.484, -0.024, -2.934)  -0.01
H (1.347, 0.038, -1.068)  -0.16
C (-1.671, 3.117, 4.886)  0.00
Si (-1.562, 1.349, 5.463)  0.02
C (-1.522, 1.475, 7.325)  0.01
C (-3.189, 0.538, 5.046)  0.00
Si (0.253, 0.150, 4.718)  0.02
Te (1.284, 0.369, 2.394)  0.45
Si (2.075, 0.898, 5.847)  -0.01
C (2.042, 0.549, 7.682)  -0.01
C (3.642, 0.106, 5.194)  -0.01
C (2.244, 2.734, 5.557)  0.00
Si (-0.099, -2.017, 5.243)  0.13
C (-0.737, -2.215, 6.986)  0.01
C (-1.394, -2.734, 4.102)  -0.01
C (1.488, -2.994, 5.135)  0.00
H (-2.504, 3.615, 5.424)  0.00
H (-1.918, 3.138, 3.816)  0.00
H (-0.730, 3.661, 5.091)  0.00
H (-2.447, 1.980, 7.671)  0.00
H (-1.460, 0.474, 7.790)  0.00
H (-0.659, 2.096, 7.627)  0.00
H (-3.332, 0.492, 3.955)  0.00
H (-3.225, -0.480, 5.482)  0.00
H (-4.012, 1.140, 5.483)  0.00
H (2.004, -0.546, 7.847)  0.00
H (2.970, 0.945, 8.139)  0.00
H (1.177, 1.023, 8.171)  0.00
H (3.765, 0.326, 4.116)  0.01
H (4.511, 0.523, 5.742)  0.00
H (3.619, -0.988, 5.344)  0.00
H (2.302, 2.935, 4.466)  0.00
H (1.372, 3.259, 5.991)  0.00
H (3.167, 3.100, 6.050)  0.00
H (-1.716, -1.708, 7.084)  0.00
H (-0.870, -3.294, 7.203)  0.00
H (-0.015, -1.784, 7.706)  0.00
H (-1.084, -2.621, 3.050)  0.01
H (-1.537, -3.808, 4.337)  0.00
H (-2.354, -2.203, 4.237)  0.00
H (1.959, -2.878, 4.141)  0.01
H (2.185, -2.635, 5.916)  0.00
H (1.271, -4.066, 5.324)  0.00

Results
* LUMO level (spin up / spin down): -8.78 / -9.40 eV
* charge: +2
* highest occupied orbital energy (spin up / spin down): -14.622 / -14.504 eV
* ⟨S²⟩: 6.20
* Kohn-Sham gap (spin up / spin down): 5.841 / 5.109 eV
* spin multiplicity: 5

[3]
Computed, not measured: a molecular structure, C8H9N2O5PdS at a distorted geometry, with wB97M-V/def2-TZVPD.

Last column: Mulliken spin population.
Geometry (Å):
O (-2.720, 2.001, -5.552)  0.00
C (-1.895, 2.009, -4.751)  0.02
Pd (0.529, -0.061, -2.073)  1.36
O (-1.975, -0.816, -3.847)  -0.02
C (-0.997, -0.634, -3.242)  0.17
C (1.390, -1.689, -1.263)  0.15
O (1.513, -2.691, -0.727)  0.00
C (1.124, 1.836, -1.367)  0.42
O (1.685, 2.621, -0.696)  0.43
C (1.833, 0.106, -3.670)  0.17
O (2.472, 0.516, -4.529)  -0.01
H (0.564, 1.885, -2.398)  0.08
C (-1.509, -0.905, 3.421)  0.01
N (-1.464, -0.556, 2.019)  0.14
C (-0.545, 0.076, 1.274)  -0.10
S (-1.161, 0.748, -0.215)  1.18
N (0.743, 0.204, 1.610)  -0.01
C (1.389, -0.374, 2.783)  0.00
H (-0.508, -1.036, 3.827)  0.00
H (-2.056, -1.850, 3.538)  0.01
H (-2.051, -0.149, 4.003)  0.02
H (-2.372, -0.496, 1.558)  -0.01
H (1.298, 0.812, 1.017)  -0.01
H (1.147, -1.436, 2.884)  0.00
H (2.478, -0.298, 2.712)  0.00
H (1.087, 0.178, 3.686)  0.00

Results
* LUMO level (spin up / spin down): -11.89 / -16.56 eV
* charge: +3
* highest occupied orbital energy (spin up / spin down): -20.337 / -21.141 eV
* ⟨S²⟩: 6.02
* Kohn-Sham gap (spin up / spin down): 8.446 / 4.579 eV
* spin multiplicity: 5
* ΔE to the lowest compared entry with this formula, charge and spin: 0.282 eV

[4]
Computed, not measured: a molecular structure, C38H50BClO3P4Sn at a distorted geometry, with wB97M-V/def2-TZVPD.

Last column: Löwdin charge in e.
Geometry (Å):
P (-2.545, -2.555, 0.346)  1.08
C (-3.457, -2.572, 1.833)  -0.38
C (-4.871, -2.515, 1.729)  -0.08
H (-5.330, -2.338, 0.758)  0.10
C (-5.647, -2.726, 2.874)  -0.06
H (-6.731, -2.741, 2.783)  0.11
C (-5.018, -2.930, 4.111)  -0.05
H (-5.626, -3.107, 4.994)  0.11
C (-3.617, -2.909, 4.230)  -0.06
H (-3.142, -3.053, 5.198)  0.11
C (-2.838, -2.711, 3.089)  -0.08
H (-1.741, -2.666, 3.148)  0.11
C (-3.371, -1.740, -0.986)  -0.40
C (-3.899, -0.442, -0.850)  -0.11
H (-3.824, 0.083, 0.111)  0.10
C (-4.524, 0.184, -1.935)  -0.07
H (-4.934, 1.187, -1.827)  0.11
C (-4.653, -0.503, -3.150)  -0.09
H (-5.180, -0.037, -3.982)  0.11
C (-4.125, -1.789, -3.303)  -0.07
H (-4.246, -2.335, -4.236)  0.11
C (-3.444, -2.399, -2.231)  -0.08
H (-3.030, -3.397, -2.349)  0.11
C (-1.712, -4.040, -0.046)  -0.38
C (-2.513, -5.201, 0.088)  -0.06
H (-3.547, -5.097, 0.403)  0.11
C (-1.965, -6.463, -0.197)  -0.04
H (-2.601, -7.340, -0.120)  0.12
C (-0.617, -6.562, -0.571)  -0.05
H (-0.197, -7.542, -0.783)  0.11
C (0.197, -5.420, -0.673)  -0.06
H (1.243, -5.511, -0.955)  0.11
C (-0.359, -4.159, -0.410)  -0.10
H (0.269, -3.255, -0.452)  0.07
Sn (1.132, 0.919, 0.972)  0.66
C (1.365, 1.314, -1.318)  -0.10
C (0.634, 0.736, -2.294)  -0.36
H (2.155, 2.053, -1.498)  0.06
C (-0.409, -0.296, -1.892)  -0.34
O (-0.013, -1.579, -2.430)  -0.05
H (-0.599, -2.265, -2.076)  0.06
C (-0.534, -0.416, -0.322)  0.05
H (-1.442, -0.027, -2.309)  0.13
C (-0.213, -0.528, 0.924)  -0.25
Cl (0.787, 0.533, 3.555)  0.05
P (3.236, -0.535, 0.953)  0.75
P (-0.461, 2.984, 1.109)  0.76
C (4.279, -0.352, 2.417)  -0.22
H (3.661, -0.404, 3.320)  0.05
H (4.805, 0.608, 2.404)  0.06
H (5.010, -1.173, 2.412)  0.07
C (2.795, -2.293, 0.912)  -0.24
H (2.558, -2.611, -0.112)  0.05
H (1.929, -2.493, 1.555)  0.05
H (3.655, -2.874, 1.280)  0.06
C (4.333, -0.284, -0.464)  -0.22
H (4.656, 0.762, -0.518)  0.06
H (3.814, -0.546, -1.395)  0.04
H (5.214, -0.932, -0.347)  0.07
C (0.055, 4.290, 2.255)  -0.21
H (0.816, 4.927, 1.789)  0.07
H (0.476, 3.843, 3.163)  0.06
H (-0.824, 4.896, 2.514)  0.07
C (-0.794, 3.847, -0.453)  -0.24
H (-1.260, 3.165, -1.176)  0.04
H (0.146, 4.218, -0.880)  0.05
H (-1.473, 4.695, -0.274)  0.07
C (-2.098, 2.473, 1.707)  -0.24
H (-1.991, 1.730, 2.506)  0.04
H (-2.694, 2.045, 0.889)  0.03
H (-2.616, 3.358, 2.106)  0.06
P (0.703, 0.932, -4.125)  0.90
C (1.617, 2.407, -4.495)  -0.16
C (-1.024, 1.031, -4.618)  -0.15
H (2.631, 2.327, -4.088)  0.08
H (1.110, 3.282, -4.070)  0.08
H (1.655, 2.493, -5.587)  0.08
H (-1.567, 0.111, -4.367)  0.06
H (-1.060, 1.184, -5.702)  0.08
H (-1.511, 1.877, -4.116)  0.08
C (1.443, -0.560, -4.779)  -0.15
H (2.438, -0.695, -4.340)  0.08
H (1.522, -0.460, -5.866)  0.08
H (0.823, -1.423, -4.509)  0.06
H (-0.408, -0.668, 1.898)  -0.05
O (3.225, 3.514, 0.747)  0.09
B (2.649, 2.433, 1.506)  -0.64
O (3.151, 2.567, 2.861)  0.05
C (3.976, 3.640, 2.874)  -0.23
C (4.701, 4.150, 3.934)  0.02
C (5.480, 5.281, 3.696)  -0.08
C (5.512, 5.870, 2.445)  -0.08
C (4.780, 5.354, 1.376)  0.00
C (4.019, 4.224, 1.601)  -0.22
H (4.643, 3.655, 4.909)  0.13
H (6.073, 5.703, 4.529)  0.12
H (6.134, 6.774, 2.284)  0.12
H (4.792, 5.811, 0.381)  0.13

Results
* LUMO level (spin up / spin down): -6.18 / -6.19 eV
* charge: +2
* highest occupied orbital energy (spin up / spin down): -11.516 / -11.512 eV
* Kohn-Sham gap (spin up / spin down): 5.333 / 5.327 eV